(1)
This record from OMol25 describes a structure of composition C35H39N5O8PSTi. The level of theory is wB97M-V/def2-TZVPD.

Calculated values
net charge: +1
E_LUMO: -4.311 eV
orbital gap: 5.96 eV
spin multiplicity: 1
E: -103997.113 eV
energy relative to the best compared isomer or geometry (same formula, charge and spin): 96.8 kJ/mol

Geometry as XYZ:
```
90
C35H39N5O8PSTi | OMol25 | wB97M-V/def2-TZVPD
Ti -0.320 -0.244 -0.392
O 6.048 1.628 -2.183
C 4.942 2.156 -2.116
O 4.559 3.338 -1.959
C 3.733 1.202 -2.153
C 2.520 1.634 -2.684
C 1.386 0.913 -2.431
N 1.389 -0.221 -1.676
C 2.595 -0.765 -1.377
C 3.767 -0.060 -1.587
C 2.684 -2.200 -0.995
C 3.672 -2.647 -0.125
C 3.824 -4.012 0.056
C 3.007 -4.873 -0.655
C 2.057 -4.329 -1.507
N 1.882 -3.022 -1.677
C 0.064 1.324 -2.935
C -0.097 2.163 -4.028
C -1.376 2.415 -4.490
C -2.449 1.794 -3.869
C -2.201 0.968 -2.790
N -0.975 0.760 -2.308
H 2.491 2.583 -3.203
H 4.729 -0.486 -1.334
H 4.292 -1.941 0.408
H 4.577 -4.392 0.733
H 3.104 -5.946 -0.563
H 1.410 -4.975 -2.091
H 0.766 2.583 -4.523
H -1.530 3.065 -5.341
H -3.462 1.929 -4.220
H -2.998 0.426 -2.311
C 1.582 -1.207 4.165
C 1.839 -0.213 3.028
C 2.599 1.002 3.538
O 2.595 -0.790 1.994
C 0.467 0.230 2.510
O -0.286 0.952 3.106
O 0.098 -0.317 1.332
H 2.545 -1.521 4.567
H 1.054 -2.087 3.797
H 0.999 -0.742 4.959
H 3.538 0.669 3.976
H 2.019 1.529 4.294
H 2.835 1.686 2.723
H 2.144 -1.614 1.736
C -2.680 -4.122 -2.570
N -1.786 -3.854 -1.446
C -1.379 -4.838 -0.574
C -0.558 -4.579 0.450
C -0.017 -3.239 0.635
O 0.837 -2.990 1.466
N -0.556 -2.259 -0.210
C -1.409 -2.568 -1.214
O -1.850 -1.613 -1.869
H -2.802 -5.197 -2.663
H -2.250 -3.724 -3.486
H -3.653 -3.659 -2.408
H -1.764 -5.827 -0.779
H -0.226 -5.355 1.122
C 2.322 3.165 0.215
S 0.545 3.221 0.002
C 0.103 3.753 1.645
O 0.079 1.759 -0.087
H 2.602 3.985 0.875
H 2.856 3.278 -0.733
H 2.562 2.207 0.679
H 0.598 3.129 2.384
H -0.976 3.690 1.749
H 0.426 4.791 1.726
C -4.251 -0.233 -0.260
P -2.713 0.185 0.628
C -2.853 -0.862 2.104
C -3.015 1.890 1.163
C -3.199 2.228 2.500
C -3.504 3.537 2.849
C -3.621 4.513 1.871
C -3.422 4.185 0.535
C -3.117 2.879 0.184
H -4.512 0.542 -0.977
H -5.058 -0.300 0.470
H -4.141 -1.184 -0.780
H -3.843 -0.753 2.548
H -2.089 -0.603 2.832
H -2.713 -1.901 1.800
H -3.096 1.482 3.276
H -3.652 3.792 3.890
H -3.865 5.530 2.147
H -3.507 4.944 -0.232
H -2.961 2.634 -0.861
```

---

(2)
This record from OMol25 describes a structure of composition C27H28AuN2O5P2. The level of theory is wB97M-V/def2-TZVPD.

Calculated values
net charge: +1
E_LUMO (alpha / beta): -3.391 / -6.191 eV
orbital gap (alpha / beta): 7.17 / 5.26 eV
spin multiplicity: 3
E: -63931.709 eV
energy relative to the best compared isomer or geometry (same formula, charge and spin): 0.0 kJ/mol
⟨S²⟩: 2.0560

Geometry as XYZ:
```
65
C27H28AuN2O5P2 | OMol25 | wB97M-V/def2-TZVPD
C -2.085 2.434 -3.335
C -1.730 1.263 -2.674
C -0.338 0.933 -2.568
C 0.637 1.881 -2.945
C 0.242 3.052 -3.593
C -1.109 3.311 -3.819
C 2.066 1.586 -2.595
C 2.340 0.110 -2.621
C 1.290 -0.762 -2.259
C 1.534 -2.166 -2.108
C 2.775 -2.663 -2.495
C 3.777 -1.808 -2.975
C 3.564 -0.428 -3.013
H -3.148 2.658 -3.459
H 1.013 3.749 -3.918
H -1.407 4.219 -4.350
H 2.756 2.126 -3.246
H 2.958 -3.738 -2.422
H 4.734 -2.216 -3.303
H 4.340 0.251 -3.364
N 0.021 -0.287 -2.089
Au -0.561 -0.473 0.537
C -2.746 0.293 -2.096
H -2.534 -0.733 -2.431
H -3.761 0.584 -2.403
C 0.388 -3.059 -1.662
H -0.492 -2.881 -2.300
H 0.689 -4.111 -1.762
P -2.714 0.236 -0.258
P -0.198 -2.799 0.055
C 1.026 -3.575 1.135
H 0.690 -3.489 2.177
H 1.168 -4.640 0.897
H 1.985 -3.051 1.026
C -1.717 -3.780 0.202
H -1.516 -4.860 0.133
H -2.184 -3.578 1.174
H -2.424 -3.506 -0.593
C -3.102 1.918 0.275
H -3.981 2.316 -0.255
H -3.301 1.902 1.357
H -2.231 2.560 0.084
C -4.115 -0.804 0.241
H -4.073 -0.954 1.328
H -5.074 -0.327 -0.014
H -4.062 -1.785 -0.251
C -1.043 -0.848 2.442
O -1.195 -0.853 3.581
H 2.227 1.947 -1.558
O 0.694 3.670 1.036
C 0.739 2.437 1.154
O 0.563 1.564 0.212
C 1.044 1.949 2.556
C 1.717 0.743 2.815
C 1.982 0.334 4.121
C 1.553 1.126 5.206
C 0.889 2.345 4.962
C 0.630 2.739 3.654
N 1.804 0.719 6.543
O 2.392 -0.371 6.745
O 1.441 1.463 7.487
H 2.024 0.110 1.979
H 2.491 -0.618 4.322
H 0.560 2.960 5.803
H 0.097 3.674 3.490
```

---

(3)
This record from OMol25 describes an isolated molecule of C19H20N6O5. The level of theory is wB97M-V/def2-TZVPD.

Calculated values
E_LUMO: 0.236 eV
orbital gap: 8.43 eV
spin multiplicity: 1
E: -39204.561 eV
SMILES: COc1cc(C(=O)Nc2ccccc2-c2nnn(CC(N)=O)n2)cc(OC)c1OC
energy relative to the best compared isomer or geometry (same formula, charge and spin): 0.0 kJ/mol

Geometry as XYZ:
```
50
C19H20N6O5 | OMol25 | wB97M-V/def2-TZVPD
C -4.811 -2.707 1.721
O -4.883 -1.674 0.768
C -3.717 -1.090 0.345
C -2.479 -1.399 0.899
C -1.326 -0.758 0.474
C -0.035 -1.134 1.099
O 0.314 -2.290 1.269
N 0.798 -0.126 1.485
C 0.706 1.250 1.267
C -0.429 1.969 1.626
C -0.493 3.331 1.398
C 0.578 3.997 0.819
C 1.717 3.299 0.472
C 1.797 1.925 0.693
C 2.984 1.212 0.267
N 3.951 1.752 -0.505
N 4.815 0.830 -0.724
N 4.408 -0.248 -0.106
C 5.081 -1.505 -0.147
C 4.252 -2.588 -0.885
N 3.023 -2.770 -0.387
O 4.720 -3.209 -1.806
N 3.269 -0.065 0.532
C -1.384 0.177 -0.553
C -2.605 0.494 -1.121
O -2.777 1.402 -2.118
C -1.654 2.117 -2.570
C -3.793 -0.131 -0.677
O -4.910 0.311 -1.312
C -6.115 -0.420 -1.265
H -4.433 -2.346 2.682
H -4.188 -3.536 1.372
H -5.836 -3.054 1.846
H -2.390 -2.132 1.682
H 1.733 -0.444 1.726
H -1.258 1.449 2.080
H -1.382 3.876 1.678
H 0.522 5.060 0.642
H 2.562 3.794 0.019
H 6.023 -1.362 -0.678
H 5.269 -1.853 0.873
H 2.639 -2.229 0.373
H 2.421 -3.458 -0.809
H -0.478 0.629 -0.919
H -1.179 2.680 -1.759
H -0.913 1.458 -3.036
H -2.033 2.812 -3.318
H -5.965 -1.463 -1.552
H -6.577 -0.381 -0.276
H -6.767 0.065 -1.991
```